1.
The following is a DFT calculation (wB97M-V/def2-TZVPD) of a cluster of 6 separate species, C27H30BF40NO6Si in total.

Last column: Mulliken charge in e.
Element x y z (Å)
F1 5.10813 0.82314 -5.54391  -0.265
H1 -2.89925 -2.67009 3.41612  0.431
H2 -0.34095 -0.92640 3.35789  0.121
H3 -0.51716 2.11794 -2.56557  0.389
C1 0.80399 3.56571 -3.32368  0.912
F2 -2.17512 -6.42877 -2.91156  -0.249
F3 8.71666 -2.78202 -1.72323  -0.308
O1 1.03098 2.07127 -1.31083  -0.288
H4 -2.56785 0.70992 2.38891  0.263
F4 0.82094 4.55453 -2.41073  -0.267
H5 0.30319 6.69857 3.92191  0.269
O2 8.16497 -0.79880 -2.49507  -0.411
H6 -0.04802 1.48359 5.54976  -0.233
B1 1.79292 1.70176 3.38366  0.504
F5 -1.15181 -5.18188 2.25258  -0.289
H7 -3.20089 7.52350 6.71476  0.388
F6 -2.61685 5.14812 4.05852  -0.301
Si1 -0.10677 1.49241 4.06330  0.279
F7 -3.21033 -6.84013 -5.41937  -0.213
C2 8.15325 -2.13432 -2.77244  0.832
F8 8.54528 -1.82257 -5.08475  -0.220
F9 -4.65280 8.94093 5.67992  -0.328
C3 5.43485 0.00554 -4.51473  0.326
H8 -1.71584 -0.36201 4.26484  0.372
H9 1.99399 2.92738 -5.03386  0.315
F10 3.14976 3.49978 -3.50479  -0.180
H10 2.53062 2.73486 0.80582  -0.309
F11 -2.40619 -5.86807 -7.20502  -0.266
F12 -5.92562 -6.34786 2.71537  -0.257
O3 -3.10497 -4.65381 4.04521  -0.443
H11 2.34643 -0.32148 2.64708  0.300
F13 -3.17267 -4.02612 0.68010  -0.207
H12 -5.53211 7.24866 3.97681  0.293
H13 -0.91945 2.63803 3.58729  -0.189
F14 5.87858 -1.15779 -5.02853  -0.266
F15 -0.84200 4.84142 5.26748  -0.327
F16 -3.36490 -7.30732 -1.29546  -0.259
C4 -4.34156 -5.56628 -2.52655  0.797
H14 -2.61290 -5.45343 -1.22323  -0.254
F17 -0.27391 3.76097 -4.13999  -0.334
C5 6.97486 -0.04068 -2.39543  -0.832
C6 -3.05655 -6.15332 -1.92770  0.734
F18 3.19414 3.78704 -0.75299  -0.243
C7 6.52426 0.67967 -3.67379  0.889
N1 -1.79918 0.07052 2.22868  -0.427
F19 -5.16551 -5.29256 -1.48868  -0.279
F20 -3.86854 -6.39072 1.96863  -0.183
F21 -5.14762 8.97723 3.05969  -0.267
C8 -4.68389 7.85688 3.65217  0.069
F22 -4.83414 -3.86989 2.83174  -0.268
C9 0.56438 2.20713 -2.64490  -0.758
F23 6.90832 -2.62064 -2.91463  -0.287
O4 -4.09296 -4.39130 -3.18186  -0.340
F24 2.16513 0.47050 -0.30684  -0.291
C10 -4.40447 -4.83165 3.66616  0.801
F25 2.97634 1.30261 -2.14280  -0.225
H15 -1.59562 -3.39304 4.35062  0.454
H16 -3.87594 6.25238 5.70165  0.327
C11 -4.62776 -6.22956 3.06868  0.191
F26 -3.95890 7.16903 2.74605  -0.211
H17 3.20079 0.16962 4.10231  0.374
C12 -4.45531 -4.19470 -4.53266  -0.759
C13 -2.31926 -3.58220 3.55903  -0.858
F27 -1.21265 7.21353 2.72604  -0.229
C14 -1.46876 -3.87579 2.31894  0.962
F28 -3.56013 -3.55565 -6.56892  -0.333
F29 7.58538 0.97206 -4.45168  -0.289
O5 -1.87635 6.77712 5.42887  -0.384
F30 8.97672 -3.78816 -4.22467  -0.255
F31 -2.14295 -4.26882 -5.05088  -0.271
H18 -4.37519 -6.99550 3.80394  0.221
C15 -1.54291 5.77100 4.57315  0.827
F32 -0.31127 -3.16800 2.49145  -0.306
H19 0.91801 1.39539 -3.28046  0.305
H20 -4.64116 -3.12497 -4.61595  0.387
H21 -4.35754 -5.97119 -6.80496  0.294
F33 -5.17316 -4.76382 4.78076  -0.315
C16 -2.01674 -3.38816 0.97479  0.113
H22 -5.37967 -4.71278 -4.78889  0.316
C17 2.80587 0.53347 3.14692  -0.981
H23 10.05316 -2.15041 -3.81512  0.239
C18 9.02185 -2.45728 -3.99737  0.185
C19 -3.36472 -4.47786 -5.57506  0.924
F34 5.97029 1.85480 -3.25914  -0.234
H24 4.53868 -0.17781 -3.91605  0.102
C20 2.03298 3.67567 -4.23775  0.018
H25 -1.23417 0.48762 1.49709  0.122
C21 -0.59923 6.28109 3.47192  0.176
O6 2.24318 2.99274 3.16786  -0.548
F35 -4.97356 -6.46160 -3.30734  -0.303
C22 2.28838 1.61155 -1.03070  0.681
H26 -2.18051 -2.30733 0.99185  0.289
H27 7.21438 0.76095 -1.69863  0.414
F36 -0.25776 5.24431 2.66401  -0.189
F37 -1.12102 -3.69089 0.00195  -0.319
F38 4.28810 2.09187 0.09991  -0.252
C23 -3.81143 8.25498 4.84862  0.891
C24 -3.22128 7.12391 5.70239  -0.714
H28 3.66286 0.86779 2.55717  0.249
H29 1.50233 3.56080 2.92312  0.206
F39 2.06856 4.90502 -4.79051  -0.279
H30 6.15606 -0.61839 -1.96605  0.411
F40 -2.84159 9.09748 4.44782  -0.274
C25 -3.40214 -5.83265 -6.29216  0.055
C26 3.05495 2.59805 -0.14029  0.795
C27 -1.01298 -0.07541 3.47683  -0.444

Cartesian forces (eV/Å) of the 2 atoms listed first:
F 0.000 -0.010 0.014
H -0.023 -0.039 -0.107

**SMILES string**: FC(F)C(F)(F)COC(F)(F)C(F)F.FC(F)C(F)(F)COC(F)(F)C(F)F.FC(F)C(F)(F)COC(F)(F)C(F)F.FC(F)C(F)(F)COC(F)(F)C(F)F.FC(F)C(F)(F)COC(F)(F)C(F)F.CB(O)[SiH2]CN
**Highest occupied orbital energy**: -9.46 eV
**2S+1**: 1
**Maximum force**: 0.01769 hartree/bohr
**LUMO**: 0.0013 Eh

2.
The following is a DFT calculation (wB97M-V/def2-TZVPD) of a structure of composition C27H30IN3O12S.

Last column: Mulliken charge in e.
Element x y z (Å)
C1 -5.78925 -4.19577 4.72068  -0.394
C2 -0.46730 -3.18256 -0.58789  -0.494
H1 -4.44876 -4.92534 6.22857  0.377
O1 -2.97482 -0.60474 2.90467  -0.632
N1 3.63229 2.69236 5.87508  1.020
H2 1.51543 -1.30985 -1.19365  0.406
C3 0.87661 -2.95521 0.18358  -0.373
C4 0.05944 1.04531 -6.57039  -0.097
H3 2.44438 -2.81103 -1.25854  0.307
I1 -2.04286 -1.91774 -3.84388  0.114
C5 -1.71808 -2.68828 0.19022  -0.286
H4 4.49368 7.03650 4.62259  0.369
O2 -0.81711 0.77898 -2.94734  -0.158
H5 -0.42715 -0.56651 -0.82728  -0.451
H6 -6.91030 -3.27278 3.14131  0.375
C6 -3.59339 -3.30575 5.12048  -0.404
H7 -1.48932 -2.61765 1.25881  0.167
H8 -2.77111 -0.85391 0.54518  0.107
H9 -0.57739 -4.26968 -0.68019  0.492
H10 -2.46919 -3.48543 0.11522  0.401
H11 3.90597 2.33553 3.21246  0.473
H12 1.98107 0.62882 2.53390  0.088
C7 -1.48621 -0.44438 -1.08219  1.243
H13 -0.38786 -2.80686 -1.61208  0.054
C8 -5.98079 -3.28017 3.69469  -0.538
O3 0.50861 -1.86075 -8.55230  -0.598
O4 -1.70691 0.94634 -0.61882  -0.477
H14 4.02800 5.31077 6.31569  0.435
C9 1.92832 -2.12344 -0.58183  -0.599
C10 4.36372 6.00570 4.32068  -0.405
H15 -3.29245 -1.59167 -0.95202  0.347
C11 -4.59612 -4.21011 5.43052  -0.453
O5 3.50844 1.54452 5.48947  -0.607
C12 -3.80145 -2.39224 4.10185  0.136
C13 4.29208 4.33432 2.58973  -0.544
O6 -1.01819 3.11928 -1.79429  -0.628
C14 -1.75972 -0.22593 -2.57823  -0.490
C15 3.93402 3.72183 4.86962  0.131
O7 -1.71586 -1.47283 4.42288  -0.624
H16 -2.75620 0.23562 -2.56765  0.591
C16 4.10159 5.03497 5.27355  -0.384
H17 -2.66615 -3.32006 5.67531  0.459
C17 1.55717 -0.01483 1.75802  -0.603
C18 -2.40107 -1.40547 -0.34304  -0.994
H18 1.14130 -0.88617 2.26912  0.327
H19 -6.57324 -4.90009 4.96871  0.381
O8 3.35720 0.50642 0.34865  -0.503
H20 0.74269 0.55469 1.29936  0.095
C19 4.45441 5.65659 2.97968  -0.374
C20 -4.98318 -2.37131 3.38136  -0.247
H21 0.62686 -2.55570 1.16858  0.047
S1 -0.70470 1.75161 -1.61316  0.989
H22 4.65182 6.41817 2.23571  0.377
H23 1.31591 3.99092 -7.65797  0.380
H24 0.05531 3.02836 -5.76370  0.427
C21 1.48937 2.12263 -8.69689  -0.417
C22 1.08047 2.93417 -7.64671  -0.441
N2 0.12049 -1.17884 -7.62391  0.969
H25 2.04433 2.54503 -9.52391  0.375
O9 3.52014 3.04840 7.03354  -0.608
H26 -0.49599 0.63030 -5.74097  0.387
O10 2.92428 -1.62771 0.33266  -0.401
H27 -5.13736 -1.65801 2.58420  0.453
C23 0.46714 0.24909 -7.62705  -0.007
C24 4.03256 3.35812 3.53847  -0.322
O11 0.66395 1.63663 -1.24225  -0.472
N3 -2.74934 -1.41652 3.78646  1.109
H28 4.36499 4.06282 1.54499  0.429
C25 2.66759 -0.34449 0.75607  0.776
C26 1.18451 0.77114 -8.68909  -0.425
H29 1.33782 -3.93129 0.37229  0.387
H30 1.50477 0.14290 -9.50787  0.444
C27 0.37001 2.39515 -6.58269  -0.442
O12 -0.53992 -1.59291 -6.68678  -0.552

Cartesian forces (eV/Å) of the 2 atoms listed first:
C -0.018 -0.020 0.008
C 0.529 -0.596 0.779

**Highest occupied orbital energy**: -9.88 eV
**2S+1**: 1
**Maximum force**: 0.05404 hartree/bohr
**LUMO**: -0.0313 Eh

3.
The following is a DFT calculation (wB97M-V/def2-TZVPD) of a structure of composition C27H30IN7O2S2V.

Last column: natural (NBO) charge in e.
Element x y z (Å)
C1 4.57479 -0.02842 -2.90483  -0.201
H1 4.36904 1.87486 4.90642  0.208
H2 1.95930 -0.74404 -5.65520  0.211
O1 -1.04263 1.23478 1.28443  -0.836
C2 -0.56310 2.83484 -3.64296  -0.236
C3 -0.65198 -3.42030 2.23968  -0.095
H3 3.50660 -0.18670 3.74642  0.228
N1 4.48574 0.16989 1.94097  -0.419
H4 6.28520 -1.92966 2.00848  0.200
N2 3.69077 -0.06140 -0.16239  -0.629
C4 2.29631 -0.47216 -3.55954  -0.222
C5 4.35802 1.79263 3.81696  -0.620
S1 1.82778 0.28628 1.89098  -0.307
H5 0.03537 3.01632 -4.52440  0.234
H6 5.22496 2.33328 3.42877  0.199
H7 5.87034 0.69496 0.47630  0.216
S2 -1.53967 -1.38195 -2.23499  -0.262
N3 -3.88793 -0.17018 -1.96581  -0.801
N4 -0.80714 -1.43051 1.22180  -0.504
C6 -2.01493 2.32820 3.14564  -0.291
H8 6.49634 0.56347 2.11848  0.190
H9 5.99896 0.05793 -4.49347  0.210
H10 -3.26790 0.94158 5.97989  0.212
N5 -3.60061 -2.01682 -0.66220  -0.792
C7 -2.79833 1.01184 5.00845  -0.264
H11 -3.59649 0.37841 -2.75610  0.416
C8 2.69276 -0.53063 -4.88680  -0.206
H12 -2.94567 -2.63704 -0.21202  0.420
H13 -0.00624 -3.11106 0.15780  0.232
C9 6.28839 -1.32519 1.09796  -0.618
H14 4.33229 -0.37570 -6.27282  0.210
H15 0.95018 1.65183 -2.66171  0.230
H16 5.62244 -1.78833 0.37064  0.227
H17 1.26141 -0.65256 -3.29872  0.230
H18 -1.39271 -2.63866 4.07357  0.419
N6 -0.73307 1.82577 -1.49556  -0.494
C10 3.39911 0.12031 1.11002  0.355
I1 -4.49800 3.72707 -2.12107  0.174
C11 -2.36970 -0.13404 4.36026  -0.164
H19 -2.29381 3.90272 -4.32733  0.232
C12 2.81921 -0.10581 -1.16409  0.509
V1 0.18367 0.55990 0.07923  1.296
C13 -3.06982 -1.17729 -1.57823  0.302
H20 5.26116 -0.16699 3.81686  0.190
H21 -2.93276 3.15281 4.89327  0.211
C14 -2.55999 3.06038 -2.36894  -0.212
C15 4.95743 -0.08816 -4.23316  -0.215
C16 -1.59591 1.17433 2.50093  0.435
H22 -2.53102 -1.09270 4.84054  0.188
H23 -2.47755 2.07852 -0.43840  0.241
C17 -0.04054 2.08085 -2.60503  0.076
C18 -0.42220 -2.74900 1.08359  -0.094
N7 -1.18537 -2.48796 3.10302  -0.520
C19 -1.25201 -1.29671 2.45173  0.383
C20 -1.75697 -0.07218 3.10907  -0.194
H24 3.45418 2.27315 3.44224  0.227
O2 1.48293 0.01042 -0.97511  -0.741
H25 -1.85835 3.27798 2.65164  0.222
C21 4.02443 -0.33382 -5.23634  -0.222
C22 -1.96621 2.31158 -1.36288  0.033
H26 -0.48975 -4.44328 2.52895  0.221
H27 7.30316 -1.32958 0.69322  0.206
H28 -4.36447 -1.69839 -0.08747  0.385
H29 5.30049 0.16324 -2.12512  0.228
C23 -1.84849 3.32555 -3.52702  -0.191
C24 4.39131 0.33424 3.38679  -0.210
H30 -4.86286 -0.16049 -1.71922  0.391
C25 3.22967 -0.20829 -2.53834  -0.049
C26 5.83404 0.09748 1.38624  -0.205
C27 -2.60989 2.24739 4.39503  -0.180

Cartesian forces (eV/Å) of the 2 atoms listed first:
C -0.224 -0.058 0.108
H -0.013 -0.024 -0.037

**Highest occupied orbital energy (alpha / beta)**: -4.99 / -7.73 eV
**2S+1**: 4
**Maximum force**: 0.09210 hartree/bohr
**LUMO (alpha / beta)**: 0.0075 / 0.0073 Eh
**Expectation value of S²**: 3.789

Which value of 2S+1 does entry 1 give?
1